No. 1
The following is a DFT calculation (ωB97M-V/def2-TZVPD) of a structure of composition C27H56CuO6P2Si2 in a non-equilibrium geometry.

Properties
**Calculated total energy**: -4416.1836 Ha
**Spin multiplicity**: 2
**⟨S²⟩**: 0.788

Geometry (Å):
Cu1 0.623 -0.757 -0.564
C1 -4.951 1.161 -2.114
C2 -4.701 0.047 -1.100
C3 -3.949 -1.096 -1.730
O1 -4.131 0.563 0.130
P1 -2.567 0.679 0.432
O2 -1.674 -0.437 0.049
C4 -2.039 2.281 -0.228
P2 -0.720 2.123 -1.416
O3 0.408 1.213 -1.120
O4 -0.104 3.553 -1.643
C5 -0.699 4.850 -1.860
C6 -1.885 4.781 -2.807
C7 -0.878 5.610 -0.544
O5 -1.594 1.718 -2.676
C8 -1.070 1.312 -3.995
C9 0.222 2.043 -4.274
C10 -0.897 -0.208 -3.987
O6 -2.605 1.038 1.970
C11 -1.549 0.790 2.935
C12 -0.667 2.045 2.973
C13 -2.270 0.553 4.233
H1 -5.514 0.858 -3.046
H2 -3.988 1.518 -2.500
H3 -5.523 1.945 -1.640
H4 -5.685 -0.359 -0.785
H5 -2.921 -0.829 -1.981
H6 -4.474 -1.500 -2.637
H7 -3.824 -1.889 -0.979
H8 -1.603 2.817 0.620
H9 -2.868 2.860 -0.583
H10 0.122 5.334 -2.413
H11 -2.741 4.364 -2.299
H12 -1.607 4.192 -3.705
H13 -2.121 5.778 -3.114
H14 -1.780 5.320 -0.074
H15 -0.910 6.644 -0.835
H16 -0.022 5.389 0.082
H17 -1.814 1.635 -4.701
H18 0.970 1.699 -3.556
H19 0.093 3.102 -4.179
H20 0.587 1.814 -5.265
H21 -0.286 -0.520 -3.121
H22 -0.335 -0.494 -4.890
H23 -1.857 -0.727 -4.102
H24 -0.997 -0.076 2.612
H25 -1.309 2.929 3.022
H26 0.047 2.098 2.169
H27 -0.122 2.023 3.932
H28 -2.979 1.351 4.392
H29 -1.580 0.432 5.074
H30 -2.828 -0.376 4.162
C14 2.050 -0.232 2.799
C15 2.292 -0.107 4.200
C16 2.861 1.100 4.692
C17 3.221 1.224 6.035
C18 2.977 0.156 6.883
C19 2.387 -1.036 6.430
C20 2.073 -1.181 5.095
H31 1.491 -1.129 2.427
H32 2.363 0.508 2.071
H33 3.110 1.894 4.007
H34 3.679 2.129 6.402
H35 3.157 0.319 7.976
H36 2.133 -1.851 7.075
H37 1.661 -2.097 4.632
C21 4.211 -0.605 -1.197
Si1 3.168 -2.112 -1.526
C22 4.184 -3.723 -1.523
C23 2.323 -1.911 -3.201
C24 1.853 -2.320 -0.278
Si2 1.065 -3.918 0.011
C25 0.513 -4.760 -1.623
C26 2.135 -5.160 0.966
C27 -0.469 -3.653 1.109
H38 5.196 -0.715 -1.608
H39 4.374 -0.544 -0.084
H40 3.775 0.354 -1.451
H41 4.909 -3.821 -2.319
H42 3.426 -4.504 -1.655
H43 4.719 -3.902 -0.601
H44 1.758 -0.994 -3.161
H45 1.702 -2.796 -3.446
H46 3.054 -1.734 -3.972
H47 2.397 -2.095 0.646
H48 1.301 -5.379 -2.042
H49 0.201 -3.997 -2.346
H50 -0.375 -5.375 -1.420
H51 3.076 -5.393 0.511
H52 1.685 -6.156 1.066
H53 2.282 -4.918 1.999
H54 -1.191 -3.028 0.612
H55 -0.277 -3.108 2.050
H56 -0.885 -4.623 1.435

Results of the Mulliken charge analysis, in e, for atoms 1 through 2:
1. Cu -0.600
2. C -1.065

No. 2
The following is a DFT calculation (ωB97M-V/def2-TZVPD) of a structure of composition C44H39GeN10O4S2Ti in a non-equilibrium geometry.

Properties
**Relative energy (zero: lowest compared OMol25 entry of this formula, charge and spin)**: 24.1 kcal/mol
**Net charge**: -1

Geometry (Å):
Ti1 -0.622 -1.543 0.858
N1 3.880 -0.674 1.597
C1 2.564 -1.114 1.426
S1 1.929 -1.182 -0.189
N2 1.960 -1.467 2.507
N3 0.645 -1.929 2.320
C2 0.165 -2.631 3.381
C3 -1.076 -3.178 3.236
C4 -1.666 -4.104 4.145
C5 -2.787 -4.774 3.798
C6 -3.374 -4.537 2.510
C7 -2.827 -3.604 1.705
N4 -1.716 -2.856 2.042
H1 4.205 -0.052 0.881
H2 4.097 -0.399 2.541
H3 0.792 -2.805 4.240
H4 -1.182 -4.269 5.102
H5 -3.230 -5.496 4.475
H6 -4.234 -5.100 2.169
H7 -3.264 -3.410 0.735
N5 4.983 -6.195 -2.730
C8 3.751 -5.861 -2.141
C9 2.573 -6.478 -2.568
C10 1.366 -6.186 -1.953
C11 1.336 -5.282 -0.904
C12 2.500 -4.659 -0.464
C13 3.701 -4.946 -1.089
S2 -0.167 -4.936 -0.068
O1 0.063 -5.214 1.316
O2 -1.226 -5.617 -0.765
N6 -0.349 -3.315 -0.218
C14 -0.469 -2.769 -1.456
N7 -0.814 -1.452 -1.356
C15 -0.824 -0.726 -2.456
C16 -0.565 -1.273 -3.694
C17 -0.305 -2.636 -3.713
N8 -0.250 -3.391 -2.635
H8 4.928 -6.561 -3.662
H9 5.707 -5.509 -2.624
H10 2.610 -7.187 -3.393
H11 0.436 -6.639 -2.286
H12 2.457 -3.940 0.349
H13 4.613 -4.450 -0.763
H14 -1.065 0.326 -2.329
H15 -0.578 -0.673 -4.593
H16 -0.126 -3.150 -4.655
N9 -5.546 1.055 4.268
C18 -5.114 0.629 3.301
C19 -4.612 0.096 2.039
C20 -5.453 -0.039 0.968
C21 -4.933 -0.553 -0.200
C22 -3.594 -0.896 -0.248
N10 -2.777 -0.762 0.771
C23 -3.285 -0.283 1.917
H17 -6.493 0.254 1.051
H18 -5.551 -0.695 -1.075
H19 -3.164 -1.302 -1.151
H20 -2.593 -0.193 2.748
O3 -0.640 0.467 3.241
C24 -0.068 0.861 2.231
O4 -0.281 0.403 1.014
C25 0.951 1.978 2.386
C26 1.725 2.344 1.107
Ge1 0.874 3.575 -0.125
C27 2.070 3.813 -1.648
C28 1.802 4.764 -2.643
C29 2.665 4.936 -3.722
C30 3.812 4.154 -3.823
C31 4.089 3.202 -2.849
C32 3.222 3.033 -1.770
C33 -0.877 3.103 -0.833
C34 -1.041 2.869 -2.200
C35 -2.291 2.544 -2.728
C36 -3.395 2.453 -1.890
C37 -3.247 2.679 -0.524
C38 -1.998 2.992 -0.001
C39 0.724 5.313 0.772
C40 1.552 6.381 0.407
C41 1.496 7.598 1.081
C42 0.614 7.770 2.141
C43 -0.217 6.721 2.520
C44 -0.162 5.508 1.840
H21 1.626 1.610 3.159
H22 0.433 2.841 2.816
H23 1.922 1.426 0.550
H24 2.682 2.815 1.352
H25 0.909 5.380 -2.572
H26 2.442 5.677 -4.482
H27 4.485 4.284 -4.664
H28 4.977 2.586 -2.929
H29 3.440 2.272 -1.026
H30 -0.186 2.936 -2.864
H31 -2.398 2.362 -3.792
H32 -4.369 2.200 -2.298
H33 -4.105 2.608 0.135
H34 -1.903 3.133 1.072
H35 2.254 6.262 -0.412
H36 2.144 8.414 0.776
H37 0.576 8.714 2.671
H38 -0.908 6.845 3.348
H39 -0.828 4.710 2.156

Results of the Mulliken charge analysis, in e, for atoms 1 through 2:
1. Ti -1.219
2. N -0.596